P:
This record from the Open Molecules 2025 dataset describes a single C8H7N3 molecule. The level of theory is ωB97M-V/def2-TZVPD.

- LUMO energy (Ha) = 0.024

```
! wB97M-V def2-TZVPD RIJCOSX def2/J DEFGRID3
* xyz 0 1
C -3.0894 -0.1589 -0.1019
C -2.5121 1.0677 0.2331
C -1.1070 1.1502 0.2304
C -0.3379 0.1124 -0.1235
C 1.1318 0.1318 -0.0801
N 1.8838 1.1051 -0.5812
C 3.1611 0.5534 -0.2813
C 3.1689 -0.6646 0.1888
N 1.7653 -0.9798 0.3519
N -0.9392 -1.1058 -0.3889
C -2.2006 -1.2185 -0.3469
H -4.2916 -0.0564 -0.1336
H -3.1161 1.7611 0.5508
H -0.5802 2.2568 0.4294
H 4.0058 1.3436 -0.7281
H 4.0896 -1.3153 0.6373
H 1.6265 -1.7970 0.6917
H -2.6588 -2.1858 -0.5477
*
```

Mulliken population analysis, charges in e, atoms 1 to 2:
1. C -0.23
2. C -0.55

---

Q:
This record from the Open Molecules 2025 dataset describes a single C8H7N3 molecule. The level of theory is ωB97M-V/def2-TZVPD.

- LUMO energy (spin up / spin down) (Ha) = -0.072 / -0.065

```
! wB97M-V def2-TZVPD RIJCOSX def2/J DEFGRID3
* xyz 0 1
C 1.6526 1.5659 0.0009
C 2.6633 0.7564 -0.2047
C 0.6070 2.2604 0.0575
C -0.5528 1.3940 0.1192
C 1.0225 -1.7174 0.0672
C 3.1578 -0.4299 -0.0512
C -1.9076 2.0103 0.1064
C -1.2446 -2.1281 -0.0847
N -0.7055 0.0833 -0.0270
N 2.1734 -1.4174 0.0821
N -0.1384 -1.1344 0.0825
H 4.1652 -0.5758 -0.2265
H -2.5310 1.2572 -0.4342
H -2.0776 2.0576 1.2023
H -1.8413 3.0757 -0.2497
H -1.0019 -2.9619 0.4820
H -2.0512 -1.6836 0.2891
H -1.3899 -2.4124 -1.2113
*
```

Mulliken population analysis, charges in e, atoms 1 to 2:
1. C 0.85
2. C -0.29

---

So which one wins? Going from most stable to least: P, Q.

---

P:
This record from the Open Molecules 2025 dataset describes a single C3H4N2OS2 molecule. The level of theory is ωB97M-V/def2-TZVPD.

- LUMO energy (Ha) = 0.012

```
! wB97M-V def2-TZVPD RIJCOSX def2/J DEFGRID3
* xyz 0 1
H -2.3708 1.2777 0.3013
N -1.4638 1.7760 0.1004
C -0.6028 0.8417 -0.1784
C 0.8346 1.0675 -0.1874
C 1.3678 -0.1002 -0.1467
S 3.0669 -0.7195 0.1228
O 0.4690 -1.1476 -0.1935
N -0.8102 -0.5119 -0.2939
S -2.2018 -1.4668 -0.0399
H 1.3725 2.0542 -0.0916
H 2.7826 -1.7062 -0.7766
H -2.4440 -1.3650 1.3836
*
```

Mulliken population analysis, charges in e, atoms 1 to 2:
1. H 0.20
2. N -0.70

---

Q:
This record from the Open Molecules 2025 dataset describes a single C3H4N2OS2 molecule. The level of theory is ωB97M-V/def2-TZVPD.

- LUMO energy (Ha) = -0.030

```
! wB97M-V def2-TZVPD RIJCOSX def2/J DEFGRID3
* xyz 0 1
O 3.2231 0.6300 0.2906
C 2.7409 -0.5276 -0.1524
N 1.3277 -0.7964 -0.1248
C 0.6276 0.3199 -0.1455
N -0.7726 0.4311 -0.3004
S -1.2283 2.1966 0.0028
C -1.7036 -0.6404 -0.1509
S -1.2740 -2.1174 0.1540
H 3.1638 -1.6225 -0.3918
H 1.2714 1.2894 -0.1427
H -1.3815 1.8477 1.4186
H -2.6782 -0.1746 -0.0476
*
```

Mulliken population analysis, charges in e, atoms 1 to 2:
1. O -0.56
2. C 0.20

---

So which one wins? Going from most stable to least: P, Q.